(1)
{"formula": "C5H11NO", "method": "the ωB97M-V functional and the def2-TZVPD basis", "e_tot_ev": -8895.983, "homo_ev": -7.91, "max_force_ha_per_bohr": 0.0663, "charge": 0, "e_above_lowest_ev": 5.714, "e_lumo_ha": -0.0236, "symbols": ["C", "H", "H", "H", "H", "C", "C", "O", "H", "C", "H", "H", "H", "H", "H", "N", "C", "H"], "xyz": [[0.46540, 1.01814, 0.25165], [-1.21254, -3.23576, 0.07649], [1.95495, 1.21948, 1.84592], [-0.16739, 1.57035, -1.69033], [2.21019, 2.31820, 0.56372], [-0.44814, 1.75904, -0.65631], [-0.37051, -2.55084, 0.17301], [-0.73120, -0.75460, -1.39807], [0.30098, -2.84107, -0.63570], [-0.71603, -1.07772, -0.14893], [0.10213, -2.72049, 1.13953], [-1.67187, -0.78760, 0.35248], [1.06972, 0.08449, -0.31483], [-1.41175, 1.26194, -0.63128], [0.82782, 2.71352, 1.53610], [0.38448, -0.24919, 0.75274], [1.38720, 1.82525, 1.13636], [-0.39672, 2.83888, -0.54666]], "atomic_forces_ev_per_a": [[0.1, 0.6, 3.4], [-0.3, 0.3, 0.1], [-0.8, 0.1, 0.3], [0.1, -0.2, -0.1], [-0.7, -0.2, -0.1], [0.1, -0.6, -1.1], [0.2, 0.0, -0.5], [0.7, 0.1, 0.1], [0.3, -0.1, 0.1], [-0.5, -1.2, 0.0], [0.0, 0.1, 0.1], [0.3, 0.2, 0.7], [0.4, -1.4, 0.0], [-0.4, 0.5, 0.2], [0.4, -1.1, 0.1], [-1.1, 1.0, -2.9], [1.2, 1.8, -1.0], [-0.2, -0.1, 0.6]]}

---

(2)
{"formula": "C57H63Cl2N5O4P2Sc", "method": "the ωB97M-V functional and the def2-TZVPD basis", "e_tot_ev": -140094.111, "homo_ev": -8.57, "max_force_ha_per_bohr": 0.0303, "charge": 1, "e_above_lowest_ev": 1.227, "e_lumo_ha": -0.0667, "symbols": ["C", "C", "H", "H", "C", "C", "H", "Cl", "C", "C", "C", "C", "H", "H", "C", "C", "H", "H", "C", "H", "H", "H", "H", "N", "H", "C", "C", "H", "H", "H", "H", "C", "C", "C", "C", "H", "Cl", "H", "H", "C", "H", "H", "H", "C", "C", "C", "C", "C", "C", "H", "H", "C", "H", "O", "H", "H", "Sc", "C", "N", "C", "H", "C", "C", "C", "P", "C", "H", "C", "H", "C", "C", "H", "C", "N", "H", "H", "C", "H", "H", "H", "C", "C", "H", "C", "C", "C", "H", "H", "H", "H", "H", "C", "C", "H", "C", "N", "C", "H", "H", "C", "C", "P", "H", "C", "C", "H", "H", "H", "O", "H", "O", "C", "H", "O", "H", "C", "H", "H", "C", "C", "C", "H", "N", "H", "C", "H", "H", "H", "C", "H", "C", "H", "H", "H"], "xyz": [[-1.32096, -2.73806, 0.49404], [-2.72891, 4.31618, -0.70966], [3.86619, 4.82293, -6.23808], [7.16714, -0.31637, 1.25969], [4.31471, 2.15395, -5.50115], [3.92572, 2.36870, 4.50279], [1.56407, -4.78595, -5.27714], [3.41914, -1.26614, 3.00768], [-0.35748, 5.70061, -0.31407], [-3.46116, -0.29938, 1.31492], [-2.68105, 0.53131, -3.61594], [2.02050, -4.52107, 2.97110], [-4.44502, 1.57700, 1.62958], [2.28779, 5.60998, -6.33304], [-3.76814, -0.11866, -4.17800], [2.08626, 3.04142, -7.34248], [4.22954, -4.22939, 1.75945], [1.59794, 2.06880, -7.41820], [-2.83120, 1.38048, -2.51347], [0.57310, 6.23786, -0.17154], [-2.57235, 1.20018, 0.26411], [2.41561, -5.12636, -2.97647], [-1.72329, 3.20216, 3.32989], [1.61645, 0.65921, 1.35188], [-1.47470, -5.14136, -0.94275], [-0.34005, 4.42808, -0.86029], [-5.20004, 0.87098, -2.53173], [-4.75972, 0.35790, 2.85024], [3.32811, 4.24179, 3.63595], [0.61212, -1.58641, 2.85642], [5.11618, -0.24754, -3.26524], [3.97802, -0.37379, -0.94276], [1.72669, -3.93691, -4.62366], [-1.52471, 3.71699, -1.07056], [3.20178, 0.44838, 3.25173], [-4.31932, -0.73286, 0.79573], [1.94246, 3.67886, 1.32529], [-3.69207, 6.03287, 0.13880], [3.60767, 1.59010, -0.15031], [5.42469, 0.76833, 0.61931], [-0.97221, -2.02176, -3.44010], [3.40821, -4.90991, 0.33978], [4.45808, 0.34182, 4.96697], [2.18928, 3.48164, -5.87144], [0.25371, -2.36916, 2.19108], [0.41488, 2.85748, -4.14898], [-1.77959, 3.80596, -4.17134], [-5.03773, 0.05674, -3.64103], [3.24613, 0.79502, -3.32826], [-1.57996, 7.27190, 0.49543], [-3.00572, -1.08592, 1.92355], [1.46233, -2.64777, -5.06974], [3.72769, -3.15694, 0.45686], [1.25743, 1.98922, -3.50942], [1.08070, -2.48701, -6.07166], [-5.89422, -0.43428, -4.08696], [0.30378, 0.19374, 0.07511], [1.41188, -2.80035, 1.30601], [-2.47056, 0.19596, 0.33360], [3.90380, 0.99799, 4.30866], [-0.25980, 2.69776, 1.54902], [-3.96834, 0.79575, 2.23673], [6.00420, -1.42757, -0.15840], [-2.92696, 1.43678, 3.16164], [2.46298, -0.19454, -1.96544], [4.28057, 0.74100, -0.15996], [2.96750, 5.18080, -4.75638], [0.79036, 3.57500, -5.27857], [5.63997, 1.63765, 1.22901], [-1.56374, 6.28076, 0.05910], [-1.51590, -2.94615, -3.28894], [-2.51370, -5.02313, -2.35756], [3.28356, 3.16222, 3.56836], [-1.60412, -3.22695, -1.85706], [6.67815, -2.27678, -0.16677], [2.49215, -3.96456, 3.78546], [-0.17073, 4.40775, -5.84222], [-3.07092, -4.36989, -0.82202], [-0.97926, -3.75423, -3.78394], [-1.69490, 0.40159, -4.05394], [3.45794, -4.05057, 1.01045], [-1.44607, 4.51989, -5.30901], [4.69060, -2.29457, -1.60407], [2.86952, 4.85960, -5.79410], [2.58993, 2.58262, 2.52044], [-2.02778, 2.50810, 2.54351], [-2.28987, 0.65033, 3.58715], [-0.18435, -3.17543, 2.77504], [0.60858, 3.98287, -1.14658], [-0.25910, 1.47900, 2.57638], [1.49492, -0.56301, -4.61138], [5.06843, 1.19457, -4.84746], [2.39742, 1.17875, 2.32602], [4.74356, 2.67195, -6.35215], [-0.84539, 2.97045, -3.57579], [2.18011, -3.83278, 1.68994], [6.28253, -0.32681, 0.63453], [-2.17297, 5.17471, -5.77417], [-3.62825, -0.75416, -5.04518], [2.21605, -1.73456, -2.95144], [3.01746, 2.46235, -5.10096], [-1.22804, 2.12887, -1.96853], [2.79902, -3.19872, -1.50010], [4.86138, -1.44656, -0.95318], [-1.14774, -2.35749, -0.96350], [-2.51773, -2.85818, -3.71041], [-2.69649, -0.17054, -0.58127], [-4.27205, 2.11463, -1.08333], [-0.65011, -1.26262, -1.26730], [-2.38916, -2.81124, 0.71166], [-0.73382, -1.78380, 1.35631], [2.52402, 1.77906, -3.99692], [0.97540, -4.68918, 3.21497], [1.56475, -2.18331, 0.25277], [-6.18295, 1.00826, -2.09730], [-2.19619, -4.50604, -1.45869], [-2.58836, 3.09745, 1.81204], [-3.45839, 1.89172, 3.99940], [2.44776, -3.03317, -2.50535], [4.52983, 0.50927, -3.77042], [-4.10613, 1.52187, -1.96831], [2.49614, -5.49562, 2.89304], [-0.84128, 1.93478, 1.88170], [0.08336, 4.98756, -6.72246], [-2.74488, 5.58583, -0.13858], [4.46195, 2.80822, 5.33392], [3.07600, 2.96440, -7.79491], [1.50991, 3.76253, -7.92461], [1.69401, -1.56274, -4.23887], [6.07404, 0.97363, -5.18461], [2.20919, -4.12468, -3.33675], [-3.67390, 3.83369, -0.89368], [-0.88160, -3.72389, 0.65363], [-2.76680, 3.91079, -3.73459]], "atomic_forces_ev_per_a": [[0.0, 0.1, 0.0], [0.1, 0.0, 0.0], [0.0, 0.0, 0.0], [0.0, 0.0, 0.0], [0.0, 0.0, 0.0], [0.0, 0.0, 0.0], [0.0, 0.0, 0.0], [-0.2, -0.1, 0.0], [0.0, 0.0, 0.0], [0.2, 0.1, 0.0], [0.0, 0.0, 0.0], [0.0, 0.1, -0.1], [0.0, 0.0, 0.1], [0.0, 0.0, 0.0], [0.0, 0.0, 0.0], [0.0, 0.0, 0.0], [0.0, 0.0, 0.0], [0.0, 0.0, 0.0], [0.1, 0.0, -0.1], [0.0, 0.0, 0.0], [0.0, 0.1, 0.0], [0.0, 0.0, 0.0], [0.0, 0.1, 0.0], [-0.3, 0.1, -0.2], [0.0, 0.0, 0.0], [0.0, 0.0, 0.0], [0.1, 0.0, 0.0], [0.0, 0.0, 0.0], [0.0, 0.0, 0.0], [0.1, 0.0, 0.0], [0.0, 0.0, 0.0], [-0.1, -0.1, 0.0], [0.0, 0.0, 0.0], [-0.1, -0.1, 0.0], [-0.1, 0.0, -0.1], [0.0, 0.0, 0.0], [-0.1, 0.0, -0.1], [0.0, 0.0, 0.0], [0.0, 0.0, 0.0], [0.0, -0.1, 0.0], [0.0, 0.0, 0.0], [0.0, 0.0, 0.0], [0.0, 0.0, 0.0], [0.0, 0.0, 0.0], [0.0, 0.0, 0.0], [0.1, -0.1, 0.1], [0.0, 0.0, 0.0], [0.0, 0.0, 0.0], [-0.2, 0.1, 0.1], [0.0, 0.0, 0.0], [0.0, 0.0, 0.0], [0.0, 0.0, 0.0], [0.0, 0.0, 0.0], [0.0, 0.0, 0.0], [0.0, 0.0, 0.0], [0.0, 0.0, 0.0], [0.3, -0.1, 1.5], [0.0, -0.1, 0.1], [0.0, -0.3, 0.0], [0.0, 0.0, 0.0], [0.1, 0.1, 0.0], [0.0, 0.1, 0.0], [0.0, 0.0, 0.0], [0.0, -0.1, -0.1], [0.6, 0.0, 0.0], [0.0, 0.0, 0.0], [0.0, 0.0, 0.0], [0.0, 0.0, 0.0], [0.0, 0.0, 0.0], [0.0, 0.0, 0.0], [0.0, -0.1, 0.1], [0.0, 0.0, 0.0], [0.0, 0.0, -0.1], [-0.1, -0.2, -0.1], [0.0, 0.0, 0.0], [0.0, 0.0, 0.0], [0.0, 0.0, 0.0], [0.0, 0.0, 0.0], [0.0, 0.0, 0.0], [-0.1, 0.0, 0.0], [-0.1, 0.0, 0.1], [0.0, 0.0, 0.0], [0.0, 0.0, 0.0], [0.0, 0.0, 0.0], [0.0, 0.0, 0.0], [0.0, -0.2, -0.1], [-0.1, 0.0, 0.0], [-0.1, 0.0, 0.0], [0.0, 0.0, 0.0], [0.1, -0.1, 0.0], [0.0, -0.1, 0.0], [0.1, 0.0, 0.0], [0.1, 0.0, -0.4], [0.0, 0.0, 0.1], [0.1, -0.2, 0.2], [0.1, 0.0, 0.1], [0.0, 0.1, 0.0], [0.0, 0.0, 0.0], [0.0, 0.0, 0.0], [-0.1, 0.1, -0.1], [0.0, 0.0, 0.0], [-0.4, 0.5, -0.2], [0.0, 0.0, 0.0], [0.1, 0.0, -0.1], [0.1, 0.2, 0.0], [0.0, 0.0, 0.0], [-0.1, 0.0, -0.1], [0.0, 0.0, 0.0], [-0.1, -0.3, -0.4], [0.0, 0.0, 0.0], [0.1, 0.1, -0.2], [-0.2, 0.0, 0.0], [0.0, 0.0, 0.0], [0.0, 0.0, -0.1], [0.0, 0.0, 0.0], [0.1, 0.1, 0.0], [0.0, 0.0, 0.0], [0.0, 0.0, 0.0], [-0.1, 0.0, 0.0], [0.1, 0.0, 0.0], [0.0, -0.1, 0.0], [0.0, 0.0, 0.0], [0.0, 0.2, -0.1], [0.0, 0.0, 0.0], [0.0, -0.1, 0.0], [0.0, 0.0, -0.1], [0.0, 0.0, 0.0], [0.0, 0.0, 0.0], [0.1, 0.0, 0.0], [-0.1, 0.0, 0.0], [0.0, 0.1, 0.0], [0.0, 0.0, 0.0], [0.0, -0.1, 0.0], [0.0, 0.0, 0.0]]}

---

(3)
{"formula": "C2H7N3", "method": "the ωB97M-V functional and the def2-TZVPD basis", "smiles": "CN/N=C\\N", "e_tot_ev": -6655.056, "homo_ev": -8.32, "max_force_ha_per_bohr": 0.0966, "charge": 0, "e_above_lowest_ev": 2.900, "e_lumo_ha": 0.0374, "symbols": ["H", "H", "H", "H", "N", "N", "H", "C", "H", "H", "C", "N"], "xyz": [[-0.42835, -2.28712, 1.57444], [0.69045, 2.32090, -1.03759], [-0.93892, -0.37912, -0.22506], [-0.92772, -2.06480, 0.08210], [1.03071, -0.02604, -0.17082], [-0.45738, -1.59037, 0.84285], [-1.05067, 2.19122, -1.30968], [0.98771, -1.05922, 0.56425], [-0.40602, 2.28104, 0.33722], [1.84961, -1.68482, 0.72516], [-0.23006, 1.87240, -0.66830], [-0.11936, 0.42592, -0.71454]], "atomic_forces_ev_per_a": [[0.1, 0.2, 0.3], [0.1, -0.2, -0.1], [2.1, 4.3, -1.4], [0.4, -0.3, -0.4], [1.2, 0.4, 0.0], [2.3, -0.2, 0.2], [0.0, 0.0, 0.0], [-3.5, -0.9, -1.0], [0.0, -0.2, -0.1], [0.1, 0.1, 0.6], [-0.5, 0.1, 0.2], [-2.2, -3.3, 1.7]]}

---

(4)
{"formula": "C5H6N2O", "method": "the ωB97M-V functional and the def2-TZVPD basis", "e_tot_ev": -10302.703, "homo_ev": -8.33, "max_force_ha_per_bohr": 0.1111, "charge": 0, "e_above_lowest_ev": 6.901, "e_lumo_ha": 0.0276, "symbols": ["N", "O", "H", "C", "H", "H", "H", "H", "C", "C", "C", "N", "C", "H"], "xyz": [[1.99004, 0.93607, 0.16480], [2.50113, 0.10905, 1.05609], [-1.33044, 2.49108, -0.09208], [-0.52999, -0.96812, -0.65684], [-1.98145, 0.78309, 0.42627], [-1.33750, -1.31719, 0.01495], [1.92866, -1.66966, 2.20530], [-0.33844, -1.57735, -1.67818], [0.98309, 0.31370, -0.30273], [1.70764, -1.05751, 1.24443], [-1.59112, 1.32555, -0.51151], [-0.26182, 0.61359, -0.83908], [0.68407, -0.92325, 0.21933], [-2.42386, 0.94095, -1.25073]], "atomic_forces_ev_per_a": [[0.4, 2.2, -1.1], [0.5, -2.9, 2.5], [-1.3, -3.2, -2.1], [0.4, -0.7, -0.9], [0.6, 1.0, -0.8], [-0.6, 0.5, -1.3], [-0.3, 1.1, -2.3], [-0.8, 1.4, 2.5], [-1.5, 2.0, 1.8], [-1.9, 0.6, -1.9], [1.5, 0.1, 2.8], [-3.6, -2.5, -3.0], [4.5, -1.7, 3.0], [2.0, 1.9, 0.7]]}